Below is C2HN2O4 as an isolated structure, with properties calculated with wB97M-V/def2-TZVPD.

Summary:
lowest unoccupied orbital energy (alpha / beta) = 3.38 / 3.38 eV
total charge = -1
relative energy (zero: lowest compared OMol25 entry of this formula, charge and spin) = 229.0 kcal/mol
highest occupied orbital energy (alpha / beta) = -0.133 / -0.133 hartree
HOMO-LUMO gap (alpha / beta) = 7.00 / 7.01 eV

Last column: Löwdin charge in e.
Positions of all 9 atoms, in Å:
C1 0.78 1.30 0.78  -0.07
C2 1.87 0.43 0.53  -0.26
N1 2.26 -1.16 0.26  0.01
N2 2.94 0.90 1.14  -0.18
O1 4.03 0.41 1.40  -0.12
O2 2.89 -1.39 -0.75  -0.06
O3 -0.41 1.51 0.63  -0.02
O4 -1.52 0.80 -0.48  -0.19
H1 -1.58 -0.04 -0.23  -0.11


Below is one molecule with the formula C8H14O2, with properties calculated with wB97M-V/def2-TZVPD.

Summary:
lowest unoccupied orbital energy = 0.87 eV
total charge = 0
relative energy (zero: lowest compared OMol25 entry of this formula, charge and spin) = 57.6 kcal/mol
highest occupied orbital energy = -0.362 hartree
SMILES string = OCC(O)(C1CC1)C1CC1
HOMO-LUMO gap = 10.72 eV

Last column: Löwdin charge in e.
Positions of all 24 atoms, in Å:
O1 -1.42 -0.04 1.98  -0.10
C1 -0.13 0.20 1.47  -0.22
C2 -0.05 -0.28 0.01  -0.33
O2 -0.83 -1.66 0.06  -0.06
C3 -0.74 0.62 -0.99  -0.22
C4 -2.24 0.66 -1.19  -0.10
C5 -1.53 1.85 -0.62  -0.10
C6 1.36 -0.52 -0.46  -0.23
C7 2.58 -0.08 0.31  -0.11
C8 2.27 -1.54 0.18  -0.10
H1 -1.75 -0.91 1.44  0.15
H2 0.62 -0.35 2.07  0.12
H3 0.14 1.27 1.53  0.13
H4 -1.67 -1.54 -0.41  0.06
H5 -0.16 0.72 -1.91  0.14
H6 -2.85 0.08 -0.50  0.10
H7 -2.59 0.71 -2.22  0.11
H8 -1.39 2.73 -1.25  0.11
H9 -1.70 2.06 0.44  0.10
H10 1.45 -0.46 -1.54  0.14
H11 3.41 0.33 -0.27  0.10
H12 2.45 0.38 1.29  0.10
H13 1.92 -2.07 1.07  0.11
H14 2.88 -2.15 -0.49  0.10


Below is a 20-piece molecular cluster, C89H190Br2N10O47 overall, with properties calculated with wB97M-V/def2-TZVPD.

Summary:
lowest unoccupied orbital energy = -0.68 eV
total charge = 0
highest occupied orbital energy = -0.282 hartree
HOMO-LUMO gap = 6.99 eV

Last column: Löwdin charge in e.
Positions of all 338 atoms, in Å:
C1 -1.01 3.40 -6.56  -0.16
O1 -0.25 4.24 -7.28  -0.16
C2 0.69 3.60 -8.14  -0.20
C3 1.74 4.62 -8.53  -0.21
N1 2.36 5.29 -7.39  -0.06
C4 3.20 6.45 -7.72  -0.21
C5 3.65 7.26 -6.52  -0.22
O2 4.67 8.22 -6.87  -0.19
C6 4.15 9.52 -7.39  -0.06
H1 -0.42 2.73 -5.94  0.08
H2 -1.58 2.73 -7.21  0.09
H3 -1.80 3.86 -5.96  0.09
H4 0.36 3.06 -9.02  0.13
H5 1.24 2.83 -7.61  0.10
H6 1.31 5.35 -9.21  0.12
H7 2.55 4.01 -8.93  0.11
H8 1.62 5.54 -6.76  0.11
H9 2.64 7.17 -8.31  0.11
H10 4.08 6.09 -8.26  0.12
H11 3.89 6.57 -5.72  0.09
H12 2.80 7.81 -6.11  0.12
H13 3.39 9.92 -6.71  0.08
H14 3.62 9.45 -8.33  0.07
H15 4.97 10.23 -7.49  0.08
C7 0.97 -6.65 0.65  -0.08
O3 -0.20 -7.51 0.78  -0.21
C8 -1.35 -6.86 0.17  -0.21
C9 -2.53 -7.77 0.36  -0.22
N2 -2.41 -8.97 -0.47  -0.04
C10 -3.55 -9.87 -0.27  -0.22
C11 -3.44 -11.11 -1.15  -0.24
O4 -4.59 -11.88 -1.03  -0.18
C12 -4.75 -12.65 0.20  -0.08
H16 0.91 -6.29 -0.38  0.07
H17 1.93 -7.11 0.83  0.09
H18 0.87 -5.73 1.23  0.07
H19 -1.08 -6.86 -0.88  0.12
H20 -1.47 -5.93 0.72  0.11
H21 -3.40 -7.23 -0.03  0.12
H22 -2.63 -7.95 1.44  0.12
H23 -1.73 -9.44 0.11  0.10
H24 -4.44 -9.29 -0.51  0.12
H25 -3.65 -10.18 0.78  0.11
H26 -2.52 -11.61 -0.85  0.12
H27 -3.29 -10.82 -2.19  0.13
H28 -5.57 -13.38 0.19  0.08
H29 -5.02 -11.99 1.02  0.07
H30 -3.86 -13.23 0.42  0.09
C13 -5.17 -3.12 9.78  -0.12
O5 -5.61 -2.29 8.74  -0.21
C14 -6.01 -3.02 7.52  -0.17
C15 -6.25 -2.13 6.31  -0.20
N3 -5.71 -0.78 6.51  -0.08
C16 -5.92 0.18 5.39  -0.14
C17 -5.35 1.58 5.81  -0.24
O6 -4.02 1.52 5.63  -0.17
C18 -3.39 2.75 5.73  -0.10
H31 -4.59 -2.53 10.49  0.09
H32 -4.54 -3.93 9.40  0.08
H33 -6.04 -3.53 10.29  0.09
H34 -6.95 -3.54 7.72  0.12
H35 -5.32 -3.82 7.26  0.11
H36 -7.30 -2.02 6.06  0.11
H37 -5.75 -2.53 5.43  0.10
H38 -5.91 -0.34 7.39  0.10
H39 -7.00 0.22 5.24  0.11
H40 -5.54 -0.20 4.45  0.10
H41 -5.62 1.78 6.85  0.13
H42 -5.86 2.34 5.23  0.11
H43 -2.32 2.66 5.58  0.08
H44 -3.54 3.25 6.69  0.10
H45 -3.77 3.43 4.97  0.07
C19 -0.65 -3.23 -3.35  -0.16
O7 -1.37 -2.82 -2.26  -0.19
C20 -1.87 -3.92 -1.52  -0.21
C21 -3.36 -3.76 -1.21  -0.19
N4 -4.17 -3.92 -2.44  -0.04
C22 -5.61 -4.05 -2.13  -0.18
C23 -6.54 -3.74 -3.34  -0.21
O8 -6.30 -2.40 -3.75  -0.24
C24 -6.73 -2.07 -5.13  -0.05
H46 0.10 -4.00 -3.17  0.09
H47 -0.11 -2.31 -3.59  0.08
H48 -1.28 -3.47 -4.21  0.10
H49 -1.36 -3.97 -0.56  0.10
H50 -1.72 -4.85 -2.07  0.11
H51 -3.49 -2.85 -0.62  0.10
H52 -3.79 -4.54 -0.58  0.11
H53 -4.10 -3.12 -3.06  0.09
H54 -5.84 -3.25 -1.42  0.09
H55 -5.83 -5.02 -1.70  0.12
H56 -7.59 -3.73 -3.04  0.12
H57 -6.50 -4.44 -4.17  0.12
H58 -7.71 -2.47 -5.35  0.08
H59 -6.13 -2.56 -5.89  0.08
H60 -6.69 -0.98 -5.20  0.09
C25 5.02 -3.01 -8.74  -0.13
O9 5.96 -3.25 -7.72  -0.22
C26 7.30 -2.84 -8.04  -0.19
C27 7.43 -1.31 -7.75  -0.20
N5 7.08 -1.13 -6.34  -0.05
C28 7.06 0.26 -5.97  -0.22
C29 6.72 0.61 -4.53  -0.21
O10 5.58 0.02 -3.95  -0.18
C30 5.54 0.12 -2.55  -0.11
H61 5.02 -1.95 -9.00  0.03
H62 4.06 -3.41 -8.41  0.05
H63 5.36 -3.60 -9.59  0.09
H64 7.59 -2.99 -9.08  0.11
H65 8.02 -3.40 -7.44  0.12
H66 6.74 -0.78 -8.40  0.09
H67 8.45 -0.98 -7.98  0.12
H68 6.20 -1.59 -6.19  0.08
H69 6.39 0.86 -6.59  0.09
H70 8.11 0.53 -6.11  0.13
H71 6.67 1.70 -4.50  0.10
H72 7.62 0.33 -3.97  0.12
H73 6.19 -0.53 -1.97  0.09
H74 4.52 -0.08 -2.22  0.07
H75 5.82 1.10 -2.17  0.09
C31 10.30 4.00 -3.08  -0.10
O11 10.06 3.76 -1.69  -0.17
C32 9.37 4.78 -0.97  -0.20
C33 7.82 4.63 -0.99  -0.21
N6 7.30 5.07 -2.26  -0.06
C34 5.83 5.17 -2.43  -0.16
C35 5.50 5.20 -3.94  -0.23
O12 5.94 4.02 -4.55  -0.21
C36 5.69 4.06 -5.96  -0.09
H76 9.41 3.96 -3.71  0.07
H77 11.08 3.29 -3.33  0.09
H78 10.82 4.94 -3.29  0.08
H79 9.47 5.81 -1.32  0.12
H80 9.68 4.78 0.08  0.11
H81 7.34 5.14 -0.15  0.11
H82 7.55 3.58 -0.87  0.11
H83 7.74 4.64 -3.06  0.07
H84 5.46 6.06 -1.93  0.11
H85 5.34 4.33 -1.95  0.10
H86 5.94 6.11 -4.36  0.13
H87 4.42 5.21 -4.02  0.09
H88 6.29 4.84 -6.42  0.10
H89 4.62 4.20 -6.09  0.06
H90 5.96 3.21 -6.60  0.08
C37 -6.27 4.15 -1.42  -0.09
O13 -6.23 2.75 -1.81  -0.17
C38 -6.89 1.94 -0.86  -0.22
C39 -6.89 0.46 -1.30  -0.18
N7 -5.54 -0.09 -1.37  -0.03
C40 -4.73 -0.04 -0.18  -0.22
C41 -5.27 -0.69 1.04  -0.20
O14 -5.63 -2.07 0.80  -0.20
C42 -6.29 -2.70 1.88  -0.10
H91 -7.29 4.53 -1.31  0.09
H92 -5.71 4.79 -2.10  0.08
H93 -5.92 4.28 -0.40  0.06
H94 -7.93 2.23 -0.68  0.12
H95 -6.40 1.95 0.11  0.09
H96 -7.31 0.36 -2.30  0.12
H97 -7.54 -0.03 -0.57  0.11
H98 -5.68 -1.04 -1.70  0.08
H99 -4.42 0.99 0.02  0.11
H100 -3.78 -0.51 -0.43  0.11
H101 -6.10 -0.10 1.41  0.12
H102 -4.51 -0.71 1.83  0.11
H103 -7.31 -2.32 1.97  0.09
H104 -5.91 -2.37 2.85  0.06
H105 -6.25 -3.78 1.74  0.09
C43 -1.84 -4.75 3.87  -0.11
O15 -2.26 -6.07 3.91  -0.20
C44 -1.22 -7.03 4.10  -0.18
C45 -0.64 -7.15 5.57  -0.16
N8 -1.78 -7.33 6.49  -0.07
C46 -2.11 -8.71 6.55  -0.23
C47 -1.15 -9.53 7.42  -0.17
O16 -1.75 -10.84 7.53  -0.22
C48 -1.33 -11.66 8.55  -0.16
H106 -1.04 -4.54 3.15  0.09
H107 -1.62 -4.42 4.89  0.09
H108 -2.64 -4.05 3.61  0.08
H109 -0.47 -6.76 3.36  0.10
H110 -1.59 -8.02 3.83  0.11
H111 -0.07 -6.24 5.73  0.09
H112 0.03 -8.00 5.63  0.11
H113 -2.58 -6.92 6.04  0.09
H114 -2.26 -9.20 5.58  0.12
H115 -3.05 -8.58 7.09  0.13
H116 -1.09 -9.09 8.42  0.12
H117 -0.19 -9.83 7.02  0.12
H118 -0.29 -11.94 8.40  0.08
H119 -1.86 -12.61 8.67  0.08
H120 -1.49 -11.18 9.52  0.08
C49 -4.37 7.33 -0.98  -0.10
O17 -3.68 6.73 -2.04  -0.18
C50 -2.45 6.18 -1.70  -0.26
C51 -1.78 5.47 -2.87  -0.15
N9 -1.81 3.96 -2.83  -0.02
C52 -3.15 3.36 -2.84  -0.21
C53 -3.18 1.86 -2.83  -0.22
O18 -2.59 1.31 -4.02  -0.20
C54 -2.52 -0.13 -4.12  -0.06
H121 -3.83 8.07 -0.39  0.09
H122 -4.67 6.52 -0.32  0.06
H123 -5.26 7.76 -1.45  0.10
H124 -2.60 5.46 -0.91  0.11
H125 -1.79 6.98 -1.36  0.12
H126 -0.72 5.71 -2.82  0.11
H127 -2.12 5.90 -3.81  0.12
H128 -1.14 3.57 -3.47  0.08
H129 -3.67 3.50 -3.79  0.12
H130 -3.78 3.67 -2.01  0.10
H131 -4.21 1.52 -2.75  0.10
H132 -2.61 1.59 -1.94  0.11
H133 -2.13 -0.15 -5.14  0.09
H134 -3.47 -0.63 -3.91  0.08
H135 -1.81 -0.72 -3.54  0.05
C55 -2.26 1.48 2.02  -0.12
O19 -1.79 0.28 1.47  -0.21
C56 -0.34 0.00 1.54  -0.12
C57 0.64 1.06 0.84  -0.15
N10 0.69 0.85 -0.60  -0.07
C58 1.40 1.75 -1.46  -0.23
C59 1.11 1.49 -2.89  -0.21
O20 1.70 2.33 -3.88  -0.21
C60 3.08 2.68 -3.89  -0.06
H136 -2.01 2.35 1.41  0.08
H137 -1.68 1.64 2.93  0.08
H138 -3.34 1.37 2.14  0.08
H139 -0.19 -1.02 1.20  0.12
H140 -0.05 -0.03 2.59  0.09
H141 1.67 1.02 1.20  0.11
H142 0.16 2.03 0.95  0.09
H143 -0.22 0.48 -0.81  0.11
H144 2.46 1.58 -1.33  0.12
H145 1.19 2.81 -1.28  0.11
H146 0.04 1.50 -3.07  0.11
H147 1.56 0.51 -3.03  0.11
H148 3.54 1.69 -3.89  0.08
H149 3.20 3.30 -3.00  0.09
H150 3.35 3.21 -4.80  0.07
Br1 3.65 0.53 -8.64  0.64
C61 3.13 0.39 -6.75  -0.63
C62 3.23 -1.09 -6.35  -0.68
Br2 1.80 -2.15 -7.13  0.64
H151 2.11 0.75 -6.60  0.05
H152 3.78 0.95 -6.08  0.04
H153 3.09 -1.28 -5.29  0.04
H154 4.21 -1.50 -6.62  0.02
C63 0.62 6.33 5.15  -0.14
C64 -0.67 6.07 5.90  -0.06
O21 -1.38 5.52 4.79  0.07
C65 -0.86 5.74 3.61  -0.54
O22 -1.30 5.58 2.46  0.11
O23 0.34 6.23 3.80  0.10
H155 1.45 5.68 5.43  0.13
H156 0.96 7.33 5.41  0.14
H157 -1.16 6.98 6.23  0.14
H158 -0.52 5.31 6.66  0.11
C66 0.78 5.45 0.11  -0.13
C67 1.07 6.88 0.46  -0.07
O24 1.78 7.48 -0.72  0.08
C68 2.11 6.43 -1.48  -0.57
O25 2.67 6.64 -2.55  0.12
O26 1.67 5.26 -1.00  0.05
H159 -0.27 5.31 -0.12  0.11
H160 1.03 4.74 0.90  0.12
H161 1.75 7.10 1.28  0.13
H162 0.07 7.31 0.58  0.12
C69 3.47 -4.61 2.96  -0.18
C70 4.74 -4.43 3.74  -0.14
O27 4.36 -4.78 5.00  0.08
C71 3.14 -5.31 5.02  -0.52
O28 2.45 -5.58 5.98  0.13
O29 2.65 -5.34 3.75  0.07
H163 3.60 -5.03 1.96  0.13
H164 3.03 -3.63 2.82  0.12
H165 5.02 -3.38 3.72  0.12
H166 5.51 -5.17 3.50  0.15
C72 4.07 3.87 1.77  -0.12
C73 4.37 4.39 3.19  -0.18
O30 4.64 5.70 3.03  0.05
C74 4.86 5.97 1.68  -0.44
O31 5.42 7.02 1.26  0.11
O32 4.32 4.96 0.95  0.05
H167 3.02 3.60 1.69  0.11
H168 4.68 2.99 1.58  0.13
H169 5.20 3.79 3.54  0.14
H170 3.48 4.41 3.83  0.11
C75 0.48 3.05 7.16  -0.08
C76 1.01 1.57 7.43  -0.05
O33 1.70 1.20 6.21  0.07
C77 1.65 2.17 5.32  -0.48
O34 2.37 2.24 4.29  0.12
O35 0.80 3.18 5.74  0.01
H171 1.10 3.66 7.82  0.13
H172 -0.59 3.06 7.36  0.12
H173 0.15 0.97 7.71  0.12
H174 1.70 1.59 8.28  0.13
C78 4.89 -0.16 5.15  -0.13
C79 3.80 -1.19 4.94  -0.11
O36 3.49 -0.98 3.59  0.08
C80 4.40 -0.30 2.97  -0.56
O37 4.37 -0.01 1.77  0.11
O38 5.29 0.22 3.86  0.08
H175 5.70 -0.59 5.74  0.13
H176 4.50 0.66 5.75  0.12
H177 3.01 -0.96 5.66  0.11
H178 3.99 -2.26 4.96  0.11
C81 -4.92 5.64 3.06  -0.09
C82 -4.05 4.64 2.28  -0.09
O39 -5.11 3.74 1.92  0.04
C83 -6.05 3.74 2.82  -0.61
O40 -6.99 2.95 2.87  0.11
O41 -5.93 4.81 3.60  0.06
H179 -5.42 6.34 2.40  0.14
H180 -4.35 6.07 3.89  0.13
H181 -3.46 4.03 2.96  0.10
H182 -3.46 4.99 1.43  0.11
C84 2.33 -2.23 -0.56  -0.08
C85 2.88 -2.86 -1.78  -0.10
O42 4.24 -3.11 -1.40  0.09
C86 4.35 -3.20 -0.11  -0.59
O43 5.35 -3.63 0.47  0.11
O44 3.20 -2.84 0.45  0.04
H183 1.28 -2.52 -0.54  0.13
H184 2.47 -1.16 -0.40  0.12
H185 2.86 -2.28 -2.70  0.13
H186 2.40 -3.83 -1.92  0.13
C87 -2.26 -1.17 4.89  -0.16
C88 -1.93 -0.78 6.27  -0.11
O45 -0.67 -1.40 6.40  0.09
C89 -0.17 -1.77 5.25  -0.60
O46 0.86 -2.37 5.05  0.16
O47 -1.06 -1.50 4.33  0.08
H187 -2.61 -0.26 4.39  0.12
H188 -3.01 -1.96 4.89  0.13
H189 -2.67 -1.21 6.94  0.14
H190 -1.89 0.31 6.28  0.11


Below is a 3-piece molecular cluster, C2H9N3O2 overall, with properties calculated with wB97M-V/def2-TZVPD.

Summary:
lowest unoccupied orbital energy (alpha / beta) = 0.57 / -0.28 eV
total charge = 0
relative energy (zero: lowest compared OMol25 entry of this formula, charge and spin) = 155.2 kcal/mol
highest occupied orbital energy (alpha / beta) = -0.324 / -0.266 hartree
HOMO-LUMO gap (alpha / beta) = 9.39 / 6.95 eV

Last column: Löwdin charge in e.
Positions of all 16 atoms, in Å:
C1 -0.06 -0.50 -0.40  -0.40
C2 2.69 0.85 0.39  -0.24
N1 -0.24 0.69 0.05  0.10
N2 -2.28 -0.50 0.45  -0.06
N3 -3.18 0.13 -0.30  -0.07
O1 1.80 0.93 -0.67  -0.16
O2 0.45 -1.51 0.33  0.04
H1 0.81 -2.20 -0.25  0.11
H2 0.02 0.75 1.03  0.08
H3 -2.18 -1.45 0.09  0.04
H4 -0.22 -0.69 -1.46  0.13
H5 -3.27 -0.06 -1.29  0.09
H6 -3.28 1.11 -0.06  0.08
H7 2.58 -0.08 0.99  0.07
H8 2.63 1.70 1.08  0.07
H9 3.72 0.83 0.00  0.09


Below is one molecule with the formula C8H12N2, with properties calculated with wB97M-V/def2-TZVPD.

Summary:
spin multiplicity = 3
lowest unoccupied orbital energy (alpha / beta) = 0.93 / -0.81 eV
total charge = 0
relative energy (zero: lowest compared OMol25 entry of this formula, charge and spin) = 40.5 kcal/mol
highest occupied orbital energy (alpha / beta) = -0.215 / -0.346 hartree
HOMO-LUMO gap (alpha / beta) = 6.78 / 8.60 eV

Last column: Mulliken spin population.
Positions of all 22 atoms, in Å:
C1 -0.60 1.14 0.75  0.08
C2 0.75 0.77 1.40  0.00
C3 1.09 0.86 -1.04  0.00
C4 1.08 -1.36 0.00  0.00
C5 -0.35 1.25 -0.70  0.08
C6 -0.50 -1.32 -0.32  -0.01
C7 1.54 0.11 0.21  0.01
C8 -1.07 0.06 -0.21  0.09
N1 -3.32 -0.47 -0.02  0.92
N2 -2.44 0.37 -0.04  0.72
H1 1.25 1.64 1.82  0.00
H2 0.51 -0.03 2.09  0.00
H3 1.32 0.18 -1.93  0.00
H4 1.85 1.63 -1.25  0.00
H5 1.45 -1.81 1.01  0.00
H6 1.60 -1.77 -0.84  0.00
H7 -1.28 1.71 1.32  0.00
H8 -0.86 1.90 -1.38  -0.02
H9 -0.36 -1.65 -1.47  0.01
H10 -1.07 -1.97 0.32  0.00
H11 2.63 0.26 0.25  0.00
H12 -3.22 -1.51 0.04  0.12


Below is a 2-piece molecular cluster, C7H13O3Si overall, with properties calculated with wB97M-V/def2-TZVPD.

Summary:
lowest unoccupied orbital energy = 3.73 eV
total charge = -1
relative energy (zero: lowest compared OMol25 entry of this formula, charge and spin) = 58.3 kcal/mol
highest occupied orbital energy = -0.148 hartree
HOMO-LUMO gap = 7.77 eV

Last column: Löwdin charge in e.
Positions of all 24 atoms, in Å:
C1 -0.58 -2.59 2.12  -0.41
C2 -1.70 -2.25 -0.38  -0.05
C3 -2.32 -1.16 0.51  -0.07
C4 -1.47 -2.20 1.09  -0.31
C5 1.17 1.08 -2.25  -0.20
C6 2.67 1.26 0.48  -0.19
C7 -0.35 2.27 0.00  -0.22
O1 -1.71 -3.33 2.04  0.10
O2 0.36 -2.62 2.84  0.14
O3 0.34 -0.32 0.24  -0.39
Si1 0.99 0.98 -0.31  0.14
H1 -2.39 -3.01 -0.62  0.08
H2 -0.96 -2.03 -1.12  0.09
H3 -1.72 -0.16 0.49  0.11
H4 -3.41 -0.96 0.71  0.11
H5 1.85 2.00 -2.28  0.02
H6 1.79 0.31 -2.62  -0.03
H7 0.17 1.22 -2.77  0.03
H8 3.33 0.83 -0.20  -0.02
H9 2.99 2.38 0.56  0.05
H10 2.81 0.77 1.40  -0.01
H11 -1.13 2.03 -0.73  0.00
H12 -0.72 2.17 1.01  0.00
H13 -0.01 3.34 -0.23  0.03


Number 1: calculated total energy -486.98345 a.u., strongest force on any atom 5.93 eV/A. Number 2: calculated total energy -463.61406 a.u., strongest force on any atom 3.56 eV/A. Number 3: calculated total energy -12736.30562 a.u., strongest force on any atom 5.36 eV/A. Number 4: calculated total energy -396.13244 a.u., strongest force on any atom 1.71 eV/A. Number 5: calculated total energy -421.31742 a.u., strongest force on any atom 4.74 eV/A. Number 6: calculated total energy -789.72258 a.u., strongest force on any atom 3.74 eV/A.